The following is a DFT calculation (ωB97M-V/def2-TZVPD) of C4H7ClF3InO5PS as an isolated structure at a distorted geometry.

The geometry in XYZ format:
```
23
Properties=species:S:1:pos:R:3:forces:R:3:mulliken_charge:R:1
C -1.63341 1.65563 -2.19152 -0.04 -0.83 0.22 -0.8089
C -0.15067 1.86085 -2.44297 -0.67 -1.00 0.39 0.6939
O 0.22101 2.94777 -2.71142 0.90 2.45 -0.82 -0.5843
O 0.75487 0.87303 -2.43991 -0.84 -0.65 0.54 -0.4072
C 0.45522 -0.28040 -1.61079 0.29 -0.82 0.59 -0.9823
In 0.96730 -0.01384 0.56990 0.58 0.27 -0.98 0.6307
P 0.28312 2.22028 1.56268 0.13 0.56 0.48 0.2004
O -0.83140 2.97655 0.56472 0.20 -0.37 0.31 -0.4793
Cl -0.83423 1.73538 3.29837 0.02 0.03 -0.38 -0.3107
S -0.06218 -2.04237 1.73465 -1.89 0.35 0.25 0.7177
O -1.10676 -2.60568 0.88361 0.70 -0.52 -0.85 -0.6652
O -0.60733 -1.75023 3.05060 0.91 0.16 0.60 -0.6511
C 1.24849 -3.38352 2.04291 -1.64 0.39 0.25 0.6656
F 1.06165 -4.47307 1.33791 -0.08 -0.90 -1.24 -0.2493
F 1.20464 -3.76121 3.29824 0.23 -0.11 1.42 -0.2402
F 2.41900 -2.87013 1.77427 1.49 0.40 -0.33 -0.2445
H -2.02402 2.57346 -1.76539 0.06 0.02 -0.12 0.2322
H -2.12047 1.44481 -3.14877 0.09 0.10 0.02 0.3120
H -1.88517 0.83213 -1.52227 0.11 0.11 -0.01 0.2957
H 1.12709 -1.07109 -1.95467 0.00 0.18 -0.09 0.4092
H -0.55333 -0.67931 -1.73541 0.03 0.28 -0.27 0.4221
H 2.73685 -0.10917 0.71152 -0.42 0.02 0.16 -0.2829
H -0.67027 3.92012 0.69374 -0.15 -0.12 -0.16 0.3262
```
Positions in Å, forces in eV/Å.

Charge: -1
Multiplicity: 1
Kohn-Sham gap in eV: 7.7776